# 1
Molecular formula: C54H48BrN5O2P2ReSi
Method: DFT, ωB97M-V with the def2-TZVPD basis set

Values from the calculation:
HOMO energy (spin up / spin down) (Eh): -0.42534 / -0.42403
2S+1: 4
Net charge: +2

Positions of all 114 atoms, in Å:
Re: 0.14000 0.05040 0.50740
C: -3.09610 1.44710 -1.37000
Si: -1.18640 1.29550 -1.24780
C: -0.71730 3.13570 -0.93570
C: -0.99440 4.13720 -1.86000
C: -0.76460 5.47030 -1.55960
C: -0.26140 5.82900 -0.31730
C: 0.02890 4.84940 0.61550
C: -0.18740 3.51340 0.30060
P: 0.16070 2.22970 1.53980
C: -1.06630 2.67800 2.80860
C: -0.78270 3.49050 3.89910
C: -1.79310 3.83750 4.78230
C: -3.08370 3.37920 4.57970
C: -3.37010 2.56810 3.49100
C: -2.36910 2.22510 2.60030
C: 1.78740 2.63150 2.23560
C: 2.12540 2.17570 3.50950
C: 3.39200 2.41010 4.01440
C: 4.33460 3.08330 3.24960
C: 4.00850 3.51580 1.97470
C: 2.74270 3.28730 1.46470
C: -0.46240 0.55960 -2.86550
C: -1.15500 0.53780 -4.07120
C: -0.59580 -0.02290 -5.21010
C: 0.67850 -0.56600 -5.17070
C: 1.39260 -0.54540 -3.98490
C: 0.81690 -0.00780 -2.83950
P: 1.79490 0.14720 -1.31630
C: 2.95590 1.42220 -1.91080
C: 4.17640 1.06130 -2.47730
C: 4.95550 2.01760 -3.10270
C: 4.52300 3.33140 -3.17240
C: 3.30730 3.69280 -2.61350
C: 2.52200 2.74100 -1.99090
C: 2.88590 -1.28790 -1.08600
C: 3.94720 -1.12070 -0.19460
C: 4.81390 -2.16730 0.06260
C: 4.62770 -3.38640 -0.57250
C: 3.56910 -3.56000 -1.44890
C: 2.69420 -2.51770 -1.70470
H: -3.34700 2.32590 -1.95550
H: -3.55120 0.58580 -1.84240
H: -3.55340 1.58110 -0.39560
H: -1.38390 3.86380 -2.82800
H: -0.98900 6.23330 -2.29080
H: -0.10340 6.86920 -0.07500
H: 0.42070 5.11990 1.58550
H: 0.22080 3.85440 4.06020
H: -1.57060 4.45770 5.63690
H: -3.86660 3.65730 5.26760
H: -4.37640 2.20700 3.34740
H: -2.56040 1.60620 1.73160
H: 1.38420 1.66040 4.10630
H: 3.64700 2.07950 5.01010
H: 5.31780 3.27760 3.64950
H: 4.73490 4.04460 1.37890
H: 2.48800 3.63520 0.47630
H: -2.14340 0.96740 -4.12360
H: -1.14970 -0.03230 -6.13660
H: 1.12010 -0.99590 -6.05810
H: 2.39870 -0.94250 -3.95460
H: 4.52150 0.03820 -2.44420
H: 5.89870 1.73070 -3.54380
H: 5.13260 4.06730 -3.67050
H: 2.96630 4.71460 -2.67140
H: 1.55870 3.00430 -1.58060
H: 4.09020 -0.15550 0.27770
H: 5.64260 -2.03290 0.74140
H: 5.31780 -4.19360 -0.39260
H: 3.42290 -4.51040 -1.94030
H: 1.86420 -2.65220 -2.38360
Br: -7.84690 -3.59710 1.82650
C: -6.21310 -4.44660 2.29330
C: -5.93730 -4.74860 3.62390
C: -4.72440 -5.30840 3.95840
C: -3.75330 -5.51020 2.96930
C: -4.05370 -5.22550 1.62650
C: -5.28470 -4.71440 1.29170
N: -2.56020 -6.08800 3.31040
N: -1.48430 -5.91190 2.76060
C: -1.00190 -4.86590 2.07210
C: -0.16370 -5.12070 0.97300
C: 0.25060 -4.10930 0.14770
C: -0.05110 -2.75960 0.44080
O: 0.27300 -1.80010 -0.32370
C: -0.72230 -2.46800 1.68790
N: -0.85050 -1.16330 2.02540
C: -1.43890 -0.85730 3.16450
C: -1.95280 -1.82240 4.03290
C: -1.85470 -3.15190 3.69730
C: -1.23040 -3.50970 2.49190
H: -6.67450 -4.54650 4.38380
H: -4.49240 -5.55860 4.98180
H: -3.33390 -5.44940 0.85420
H: -5.52860 -4.52120 0.25810
H: 0.06030 -6.15010 0.73470
H: 0.80820 -4.31720 -0.75210
H: -1.50090 0.19350 3.41620
H: -2.41760 -1.51860 4.95640
H: -2.22100 -3.91040 4.36920
N: 1.98370 -0.75120 2.19720
H: 2.71030 -0.04700 2.28370
H: 2.41580 -1.60360 1.84720
H: 1.64870 -0.94030 3.13750
C: -4.55490 -1.12450 1.05460
C: -3.61360 -1.43210 -0.08240
N: -4.16770 -2.08700 -1.11490
O: -2.42800 -1.13350 -0.07570
H: -5.44620 -0.62290 0.68470
H: -4.05810 -0.49190 1.78420
H: -4.85350 -2.05160 1.53930
H: -5.15380 -2.28620 -1.15240
H: -3.61310 -2.28610 -1.93400

Atoms 1-3, force components in eV/Å:
Re 0.2550 -1.7070 0.3340
C 0.7946 -0.3580 0.0588
Si -0.3083 0.6172 -0.4041

# 2
Molecular formula: C4H10NO2S
Method: DFT, ωB97M-V with the def2-TZVPD basis set

Values from the calculation:
HOMO energy (Eh): -0.49163
SMILES: [NH3+][C@H](CCS)C(=O)O
Net charge: +1

Positions of all 18 atoms, in Å:
O: 2.44574 0.27340 -0.75010
C: 1.63780 -0.49638 -0.35555
O: 1.32969 -1.71889 -0.80754
C: 0.65876 -0.04750 0.76594
C: -0.14962 1.18864 0.45765
C: -0.99670 1.29243 -0.83819
S: -1.36769 -0.29821 -1.58255
N: -0.22193 -1.18207 1.24910
H: 1.92330 -1.97575 -1.53821
H: 1.35145 0.12212 1.58707
H: 0.53595 2.02980 0.54366
H: -0.83662 1.42616 1.27986
H: -1.90290 1.82386 -0.55411
H: -0.55340 2.02997 -1.51077
H: -2.64281 -0.08134 -1.92874
H: -0.72201 -0.89029 2.08001
H: 0.34906 -2.01503 1.41985
H: -0.83805 -1.48093 0.48263

Atoms 1-3, force components in eV/Å:
O 0.5467 -0.1903 -0.2665
C -1.6763 0.5360 0.1410
O 0.5704 -0.1772 -0.0011

# 3
Molecular formula: C22H48F3N2O4PS
Method: DFT, ωB97M-V with the def2-TZVPD basis set

Values from the calculation:
HOMO energy (Eh): -0.30295
SMILES: CCSCN([C@@H]([C@H](CN)OCC(F)(F)F)[C@@H](C)CC)P(CC)CC.COCCOCCOC

Positions of all 81 atoms, in Å:
C: -5.98626 0.11949 3.64942
C: -4.81287 -0.35364 4.51581
S: -3.15627 0.27531 4.08272
C: -3.15614 0.31446 2.25812
N: -2.08897 -0.47920 1.62012
C: -0.80727 0.27959 1.67178
C: -0.63113 1.35594 0.56061
C: 0.09574 2.56151 1.20218
C: 0.11505 0.95578 -0.71502
C: 0.06113 2.05433 -1.80506
C: 0.43878 -0.61393 1.91699
C: 0.41792 -2.03734 1.35838
N: 0.71884 -2.04530 -0.08569
O: 0.77763 -0.63542 3.31326
C: 0.09423 -1.55671 4.11774
C: 0.32987 -1.16006 5.55821
F: -0.10870 0.06776 5.85342
F: 1.63088 -1.19821 5.87296
F: -0.30284 -2.01565 6.38597
P: -2.49743 -1.19518 0.10086
C: -3.31660 -2.75998 0.63432
C: -4.08300 -2.84946 1.97463
C: -3.91932 -0.21690 -0.58205
C: -3.60028 0.30815 -2.00041
H: -6.88231 0.26258 4.25751
H: -6.23496 -0.62505 2.88582
H: -5.76115 1.05084 3.12143
H: -4.77210 -1.44472 4.55354
H: -4.96217 -0.00531 5.54172
H: -4.12236 -0.04649 1.92249
H: -3.06312 1.36858 1.96973
H: -0.88976 0.86073 2.59741
H: -1.63882 1.70618 0.29097
H: -0.42780 2.89197 2.10751
H: 0.12795 3.41572 0.52326
H: 1.11206 2.28231 1.49947
H: -0.31323 0.03868 -1.12647
H: 1.15907 0.74168 -0.47571
H: -0.68089 2.82320 -1.56809
H: -0.21368 1.62737 -2.77399
H: 1.02789 2.54806 -1.92766
H: 1.31055 -0.12618 1.46778
H: 1.18622 -2.60433 1.90041
H: -0.53104 -2.54178 1.55562
H: 1.64755 -2.42802 -0.21721
H: 0.08547 -2.66679 -0.57156
H: 0.48986 -2.57929 4.02595
H: -0.98180 -1.57978 3.92292
H: -3.95820 -3.07249 -0.19863
H: -2.49955 -3.49017 0.65926
H: -4.00310 -1.93016 2.54705
H: -3.67723 -3.64067 2.60804
H: -5.14739 -3.03273 1.80918
H: -4.19995 0.62192 0.05782
H: -4.78465 -0.88677 -0.63124
H: -2.81589 -0.28312 -2.47987
H: -3.23408 1.34038 -1.96017
H: -4.49193 0.30398 -2.63061
C: 4.38106 -0.18344 -0.63703
O: 4.63325 -0.09329 -2.01853
C: 3.63189 -0.74495 -2.78049
C: 3.67798 -0.29513 -4.22217
O: 3.04277 0.95230 -4.44985
C: 3.76454 2.11535 -4.08075
C: 4.82430 2.52042 -5.07872
O: 5.98523 1.72380 -4.93112
C: 6.83559 1.80959 -6.04997
H: 4.33450 -1.22978 -0.30832
H: 5.19665 0.31278 -0.11537
H: 3.43678 0.31176 -0.37979
H: 2.63792 -0.52656 -2.36764
H: 3.80022 -1.83120 -2.73423
H: 3.10414 -1.01408 -4.81049
H: 4.70676 -0.29417 -4.58945
H: 4.19853 2.01456 -3.08319
H: 3.01925 2.91310 -4.05067
H: 5.08417 3.57606 -4.91476
H: 4.42032 2.41640 -6.09369
H: 6.33677 1.44570 -6.95602
H: 7.70408 1.18547 -5.84991
H: 7.17082 2.83963 -6.22081

Atoms 1-3, force components in eV/Å:
C 0.1068 -0.1490 -0.2734
C -0.1512 -0.0962 0.0767
S 0.0334 0.1741 0.1186

# 4
Molecular formula: C5H11NS2
Method: DFT, ωB97M-V with the def2-TZVPD basis set

Values from the calculation:
HOMO energy (Eh): -0.30557
SMILES: CC(C)N(C)SC=S

Positions of all 19 atoms, in Å:
C: -3.09549 0.42464 0.31038
C: 2.14693 0.24727 -0.57461
C: 0.32315 1.62728 0.46911
C: 0.06308 -2.23364 0.06050
C: 0.67569 0.31494 -0.29995
N: 0.04895 -0.78648 0.45518
S: -3.68739 0.68337 -1.14278
S: -1.62793 -0.36715 0.97703
H: 2.34526 1.21629 -1.17044
H: 2.55470 0.40544 0.40276
H: 2.70336 -0.53291 -1.27962
H: 0.97662 2.43458 0.11926
H: 0.52992 1.53496 1.47639
H: -0.73222 1.83889 0.32625
H: -0.49709 -2.35836 -0.94831
H: 1.16225 -2.51002 -0.03781
H: -0.43699 -2.73707 0.90431
H: 0.14741 0.37749 -1.24206
H: -3.60019 0.42048 1.19441

Atoms 1-3, force components in eV/Å:
C 2.9877 -1.7463 -3.1432
C 1.5090 0.8465 -2.2815
C 0.6131 -0.1870 -2.5090

What did we get for max |F|? Answer: 4.07; 1.77; 0.84; 4.68 eV/A, in the order shown.